110
Properties=species:S:1:pos:R:3:mulliken_spin:R:1 method="wB97M-V/def2-TZVPD" lumo_ev="0.296 / 0.296" orbital_gap_ev="7.0 / 7.3" homo_ev="-6.6799 / -7.0067" s_squared=2.0162 multiplicity=3 largest_force_ev_per_a=0.79
W 0.34 -0.10 0.48 1.491
S 0.04 2.15 1.73 -0.008
P -0.77 2.57 -0.06 0.026
C -0.39 1.27 -1.09 0.062
P 1.00 1.29 -2.08 0.041
S 2.54 0.66 -0.97 0.018
C 1.39 2.82 -2.98 0.014
C 2.34 3.71 -2.49 0.000
C 2.60 4.89 -3.16 0.001
C 1.92 5.19 -4.33 0.001
C 0.97 4.31 -4.83 0.000
C 0.71 3.13 -4.15 0.001
C 0.70 0.16 -3.47 -0.016
C 1.77 -0.22 -4.28 0.005
C 1.55 -1.04 -5.38 0.000
C 0.27 -1.48 -5.67 0.001
C -0.79 -1.10 -4.86 -0.003
C -0.58 -0.29 -3.76 -0.001
C -0.30 4.26 -0.55 0.013
C -0.88 4.84 -1.68 0.000
C -0.57 6.14 -2.03 -0.001
C 0.33 6.88 -1.26 0.000
C 0.91 6.31 -0.14 0.001
C 0.60 5.00 0.21 0.008
C -2.57 2.77 0.10 0.004
C -3.10 3.48 1.17 -0.002
C -4.46 3.71 1.25 -0.002
C -5.31 3.24 0.25 0.000
C -4.78 2.53 -0.82 0.000
C -3.41 2.29 -0.89 0.008
H 2.88 3.47 -1.58 0.001
H 3.34 5.59 -2.77 0.000
H 2.13 6.12 -4.86 0.000
H 0.44 4.54 -5.74 0.000
H -0.02 2.44 -4.55 0.001
H 2.77 0.11 -4.04 0.002
H 2.39 -1.34 -6.00 0.000
H 0.10 -2.12 -6.53 0.000
H -1.80 -1.45 -5.09 0.000
H -1.39 0.01 -3.11 -0.001
H -1.59 4.28 -2.27 0.002
H -1.02 6.58 -2.91 0.000
H 0.57 7.90 -1.54 0.000
H 1.61 6.87 0.46 0.000
H 1.07 4.54 1.07 -0.003
H -2.44 3.84 1.95 0.000
H -4.87 4.26 2.09 0.000
H -6.37 3.42 0.31 0.000
H -5.44 2.14 -1.59 0.000
H -2.99 1.71 -1.71 -0.003
N 2.02 -5.04 -1.56 0.000
C 1.24 -4.30 -0.49 -0.001
C 0.37 -5.30 0.26 0.002
P 0.27 -3.04 -1.46 0.007
O -1.20 -3.72 -1.41 0.001
O 0.84 -3.11 -2.83 0.004
O 0.12 -1.69 -0.81 -0.052
P 2.60 -3.60 0.60 0.011
O 2.18 -4.03 2.09 0.000
O 3.80 -4.39 0.18 0.002
O 2.51 -2.12 0.47 0.029
H 1.67 -5.98 -1.69 0.000
H 3.01 -5.05 -1.20 0.000
H 1.90 -4.49 -2.44 0.000
H -0.42 -5.71 -0.36 0.000
H -0.09 -4.80 1.11 -0.002
H 0.99 -6.11 0.66 0.000
H -1.75 -3.39 -2.13 0.001
H 1.56 -3.33 2.39 -0.004
C 1.81 0.24 5.00 -0.002
C 3.09 0.23 4.19 0.001
S 2.87 -0.73 2.69 0.013
O 1.84 0.17 1.99 0.034
C 4.43 -0.38 1.89 0.007
C 5.48 -1.39 2.34 0.001
H 1.92 0.91 5.85 0.000
H 1.56 -0.75 5.37 0.000
H 0.97 0.60 4.39 0.002
H 3.90 -0.27 4.73 0.001
H 3.41 1.23 3.91 0.000
H 4.71 0.65 2.10 0.000
H 4.21 -0.50 0.83 -0.001
H 5.66 -1.36 3.42 0.000
H 6.43 -1.16 1.85 0.000
H 5.20 -2.40 2.06 0.000
O 0.23 -2.10 2.31 0.078
S -0.94 -2.25 3.27 0.001
C -0.55 -3.66 4.33 0.001
C -1.88 -4.39 4.49 0.000
C -2.42 -4.52 3.06 0.000
C -2.28 -3.14 2.42 -0.004
H -0.12 -3.30 5.26 0.000
H 0.18 -4.27 3.81 0.000
H -2.56 -3.79 5.10 0.000
H -1.76 -5.35 4.99 0.000
H -3.46 -4.86 3.04 0.000
H -1.83 -5.25 2.52 0.000
H -3.16 -2.51 2.54 -0.001
H -2.02 -3.14 1.36 0.005
C -4.61 -0.65 1.20 0.029
C -3.99 -1.09 0.04 -0.022
C -2.62 -0.95 -0.11 0.034
C -1.80 -0.38 0.88 0.143
C -2.47 0.06 2.03 0.030
C -3.84 -0.07 2.19 -0.024
H -5.69 -0.74 1.31 -0.001
H -4.57 -1.52 -0.77 0.001
H -2.17 -1.26 -1.05 0.012
H -1.91 0.55 2.82 0.001
H -4.31 0.31 3.10 0.000